1.
{"formula": "C4H5O2Tm", "method": "ωB97M-V with the def2-TZVPD basis set", "lumo_energy_ev": [-3.157, -6.062], "spin_multiplicity": 4, "total_charge": 1, "gap_ev": [6.62, 5.63], "e_above_lowest_kcal_mol": 3.7, "mol_weight_g_mol": 254.02, "e_homo_ev": [-9.8, -11.7], "symbols": ["H", "O", "C", "C", "C", "H", "H", "H", "C", "O", "Tm", "H"], "xyz": [[-2.769, -1.101, 1.152], [-2.273, -0.903, 0.353], [-1.379, 0.159, 0.619], [-0.291, 0.177, -0.375], [0.205, 0.562, -1.493], [-0.932, 0.062, 1.624], [-1.894, 1.135, 0.588], [0.130, 1.070, -2.448], [1.396, -0.269, -0.494], [2.457, 0.453, -0.127], [3.803, -0.114, 1.631], [1.547, -1.229, -1.029]]}


2.
{"formula": "C4H5O4P", "method": "ωB97M-V with the def2-TZVPD basis set", "lumo_energy_ev": 6.503, "total_charge": -2, "gap_ev": 8.04, "e_above_lowest_kcal_mol": 9.9, "mol_weight_g_mol": 148.05, "e_homo_ev": -1.5, "symbols": ["C", "C", "C", "C", "O", "O", "O", "O", "P", "H", "H", "H", "H", "H"], "xyz": [[-2.782, -1.637, 0.200], [-1.835, -0.457, -0.191], [-0.521, -0.579, -0.062], [0.402, 0.653, -0.128], [-3.962, -1.287, 0.049], [3.651, -0.639, 1.320], [-2.224, -2.680, 0.514], [3.839, -1.684, -0.992], [2.987, -1.599, 0.259], [-2.276, 0.463, -0.464], [-0.159, -1.517, 0.429], [0.225, 1.154, 0.779], [0.082, 1.073, -1.101], [1.516, 0.462, -0.382]]}


3.
{"formula": "C4H5O4P", "method": "ωB97M-V with the def2-TZVPD basis set", "lumo_energy_ev": 6.535, "total_charge": -2, "gap_ev": 6.31, "e_above_lowest_kcal_mol": 29.9, "mol_weight_g_mol": 148.05, "e_homo_ev": 0.2, "symbols": ["C", "C", "C", "C", "O", "O", "O", "O", "P", "H", "H", "H", "H", "H"], "xyz": [[1.382, 0.947, 0.748], [0.176, 0.567, 0.345], [2.084, -0.064, -0.051], [0.665, -0.425, -0.656], [-1.832, -1.239, -0.870], [-3.463, 0.827, -0.656], [-1.066, 0.984, 0.561], [-3.034, -0.811, 1.319], [-2.580, -0.170, 0.019], [1.813, 1.432, 1.587], [2.695, 0.389, -0.897], [2.420, -0.926, 0.517], [0.276, -1.403, -0.377], [0.463, -0.107, -1.591]]}


4.
{"formula": "C4H5O5S", "method": "ωB97M-V with the def2-TZVPD basis set", "lumo_energy_ev": 3.538, "total_charge": -1, "gap_ev": 7.59, "e_above_lowest_kcal_mol": 126.5, "mol_weight_g_mol": 165.15, "e_homo_ev": -4.1, "symbols": ["C", "C", "C", "C", "O", "O", "O", "O", "O", "S", "H", "H", "H", "H", "H"], "xyz": [[-0.213, 1.097, -1.399], [0.062, 0.873, -0.117], [-1.253, -2.087, 0.011], [-2.183, -1.379, -0.419], [3.014, 1.292, 0.032], [-1.443, 0.875, -1.775], [1.963, -0.606, 1.186], [1.402, 1.729, 1.952], [-0.336, -2.673, 0.407], [1.701, 0.898, 0.487], [0.548, 1.129, -2.227], [1.244, -1.341, 1.364], [-3.214, -1.547, -0.435], [-1.822, -0.319, -0.638], [0.529, 2.059, 1.569]]}


5.
{"formula": "C4H5O5Sm", "method": "ωB97M-V with the def2-TZVPD basis set", "lumo_energy_ev": [-5.782, -5.657], "spin_multiplicity": 7, "total_charge": 1, "gap_ev": [5.00, 5.13], "e_above_lowest_kcal_mol": 57.7, "mol_weight_g_mol": 283.44, "e_homo_ev": [-10.8, -10.8], "symbols": ["O", "C", "C", "O", "O", "C", "Sm", "H", "H", "H", "H", "O", "C", "O", "H"], "xyz": [[-1.170, -1.007, -1.698], [-0.817, 0.094, -2.236], [-0.208, 0.083, 0.498], [-1.568, 0.610, -3.108], [0.198, 0.778, -1.774], [0.841, 0.291, -0.587], [-3.088, -1.315, -3.564], [-0.414, -0.982, 0.658], [-1.045, 0.784, 0.393], [1.358, -0.649, -0.809], [1.566, 1.062, -0.308], [1.406, 0.335, 3.671], [0.852, -0.339, 2.677], [0.409, 0.546, 1.834], [1.681, -0.289, 4.353]]}


6.
{"formula": "C4H5OP", "method": "ωB97M-V with the def2-TZVPD basis set", "lumo_energy_ev": [1.119, -3.138], "spin_multiplicity": 3, "gap_ev": [7.25, 5.18], "e_above_lowest_kcal_mol": 44.0, "mol_weight_g_mol": 100.06, "e_homo_ev": [-6.1, -8.3], "symbols": ["C", "C", "C", "C", "O", "P", "H", "H", "H", "H", "H"], "xyz": [[0.679, -1.014, -0.349], [-0.036, -0.821, 0.827], [0.279, -0.298, -1.419], [-0.952, 0.243, 0.683], [-1.314, 2.085, -1.332], [-1.276, 0.462, -1.057], [1.566, -1.458, -0.337], [0.280, -1.346, 1.771], [0.681, -0.319, -2.398], [-2.010, 0.682, 1.493], [-0.611, 2.702, -0.927]]}


7.
{"formula": "C4H5PS2", "method": "ωB97M-V with the def2-TZVPD basis set", "lumo_energy_ev": -0.014, "gap_ev": 7.04, "e_above_lowest_kcal_mol": 41.1, "mol_weight_g_mol": 148.19, "e_homo_ev": -7.1, "symbols": ["C", "C", "C", "C", "P", "S", "S", "H", "H", "H", "H", "H"], "xyz": [[0.838, -1.211, -0.314], [-0.542, -0.886, -0.390], [1.830, -0.187, -0.248], [-1.169, 0.208, 0.096], [1.995, 1.521, -0.163], [-0.179, 1.694, 0.658], [-2.877, 0.541, -0.207], [1.221, -2.136, -0.827], [-1.091, -1.754, -0.755], [2.764, -0.642, -0.623], [0.271, 1.497, 1.934], [-3.062, 1.357, 0.839]]}


8.
{"formula": "C4H5PS2", "method": "ωB97M-V with the def2-TZVPD basis set", "lumo_energy_ev": -0.681, "gap_ev": 7.47, "e_above_lowest_kcal_mol": 9.6, "mol_weight_g_mol": 148.19, "e_homo_ev": -8.1, "smiles": "c1ccsc1.P=S", "symbols": ["C", "C", "C", "S", "C", "H", "H", "H", "H", "P", "S", "H"], "xyz": [[0.565, -0.842, 1.038], [1.165, -0.771, -0.290], [1.107, 0.395, -0.980], [0.480, 1.604, 0.245], [0.314, 0.394, 1.537], [0.437, -1.756, 1.682], [1.582, -1.720, -0.888], [1.374, 0.687, -1.934], [-0.077, 0.797, 2.504], [-2.313, 1.053, -0.592], [-2.289, -0.872, -0.375], [-2.345, 1.032, -1.947]]}


9.
{"formula": "C4H6", "method": "ωB97M-V with the def2-TZVPD basis set", "lumo_energy_ev": 1.084, "gap_ev": 8.73, "e_above_lowest_kcal_mol": 139.8, "mol_weight_g_mol": 54.09, "e_homo_ev": -7.6, "symbols": ["C", "C", "C", "C", "H", "H", "H", "H", "H", "H"], "xyz": [[0.080, 0.249, -1.249], [-0.785, 0.208, 0.577], [1.103, 0.675, -0.699], [-0.614, -0.855, 1.350], [-0.633, 0.024, -2.012], [-1.561, 0.946, 0.767], [0.170, -1.581, 1.154], [1.836, 0.904, 0.043], [1.671, 0.518, -2.121], [-1.267, -1.089, 2.190]]}


10.
{"formula": "C4H6", "method": "ωB97M-V with the def2-TZVPD basis set", "lumo_energy_ev": 0.871, "gap_ev": 9.64, "e_above_lowest_kcal_mol": 6.3, "mol_weight_g_mol": 54.09, "e_homo_ev": -8.8, "smiles": "C=CC=C", "symbols": ["C", "C", "C", "C", "H", "H", "H", "H", "H", "H"], "xyz": [[0.029, -0.485, -1.786], [0.452, -0.066, -0.552], [-0.418, 0.283, 0.525], [-0.042, 0.477, 1.808], [0.763, -0.758, -2.535], [-1.033, -0.695, -1.964], [1.462, 0.012, -0.378], [-1.439, 0.240, 0.195], [1.014, 0.454, 2.124], [-0.788, 0.539, 2.562]]}


11.
{"formula": "C4H6", "method": "ωB97M-V with the def2-TZVPD basis set", "lumo_energy_ev": 1.064, "gap_ev": 10.69, "e_above_lowest_kcal_mol": 35.5, "mol_weight_g_mol": 54.09, "e_homo_ev": -9.6, "smiles": "C#CCC", "symbols": ["C", "C", "C", "C", "H", "H", "H", "H", "H", "H"], "xyz": [[2.093, -0.647, -0.423], [1.104, -0.447, 0.238], [-0.318, -0.385, 0.526], [-0.982, 0.893, -0.058], [2.614, -1.158, -1.198], [-0.664, -0.604, 1.537], [-0.404, -1.365, 0.011], [-1.341, 0.741, -1.081], [-0.267, 1.730, -0.095], [-1.834, 1.241, 0.543]]}


12.
{"formula": "C4H6", "method": "ωB97M-V with the def2-TZVPD basis set", "lumo_energy_ev": 1.282, "gap_ev": 10.42, "e_above_lowest_kcal_mol": 54.4, "mol_weight_g_mol": 54.09, "e_homo_ev": -9.1, "symbols": ["C", "C", "C", "C", "H", "H", "H", "H", "H", "H"], "xyz": [[0.404, -1.052, -0.352], [-0.243, -0.938, 0.785], [0.354, 0.407, -0.768], [-0.434, 0.946, 0.408], [0.871, -1.994, -0.722], [-0.631, -1.535, 1.563], [1.259, 0.933, -0.688], [-0.202, 0.554, -1.677], [-1.507, 1.173, 0.137], [0.130, 1.507, 1.313]]}


13.
{"formula": "C4H6", "method": "ωB97M-V with the def2-TZVPD basis set", "lumo_energy_ev": [0.460, 0.606], "gap_ev": [8.17, 8.69], "e_above_lowest_kcal_mol": 86.7, "mol_weight_g_mol": 54.09, "e_homo_ev": [-7.7, -8.1], "symbols": ["C", "C", "C", "C", "H", "H", "H", "H", "H", "H"], "xyz": [[0.457, 0.185, 0.673], [-0.280, 0.968, 1.425], [0.780, -0.624, -0.547], [-0.568, -0.662, -1.151], [-1.207, 1.508, 1.101], [0.220, 1.231, 2.439], [1.513, 0.022, -1.044], [1.233, -1.519, -0.210], [-1.199, -1.470, -1.174], [-0.950, 0.360, -1.513]]}


14.
{"formula": "C4H64BrN2O31", "method": "ωB97M-V with the def2-TZVPD basis set", "lumo_energy_ev": 1.279, "total_charge": -1, "gap_ev": 7.27, "mol_weight_g_mol": 716.44, "e_homo_ev": -6.0, "symbols": ["C", "C", "N", "N", "C", "O", "Br", "C", "O", "O", "H", "H", "H", "H", "H", "H", "H", "H", "O", "H", "H", "O", "H", "H", "O", "H", "H", "O", "H", "H", "O", "H", "H", "O", "H", "H", "O", "H", "H", "O", "H", "H", "O", "H", "H", "O", "H", "H", "O", "H", "H", "O", "H", "H", "O", "H", "H", "O", "H", "H", "O", "H", "H", "O", "H", "H", "O", "H", "H", "O", "H", "H", "O", "H", "H", "O", "H", "H", "O", "H", "H", "O", "H", "H", "O", "H", "H", "O", "H", "H", "O", "H", "H", "O", "H", "H", "O", "H", "H", "O", "H", "H"], "xyz": [[-3.889, -2.431, 0.802], [-2.355, -1.963, 0.870], [-2.085, -0.666, 0.206], [-0.833, -0.130, 0.447], [0.296, -0.790, -0.232], [0.795, -1.987, 0.385], [1.829, 0.531, -0.116], [0.117, -1.089, -1.797], [0.519, -0.202, -2.607], [-0.393, -2.255, -2.318], [-4.498, -1.929, -0.013], [-3.877, -3.563, 0.619], [-4.392, -2.297, 1.826], [-2.114, -1.834, 1.990], [-1.700, -2.780, 0.423], [-2.408, -0.604, -0.760], [-0.660, -0.102, 1.468], [0.382, -2.147, 1.255], [3.578, 2.779, -1.760], [2.822, 2.378, -2.212], [3.645, 3.659, -2.150], [-5.627, -2.387, -1.517], [-5.012, -2.243, -2.256], [-6.501, -2.315, -1.921], [2.377, -3.917, -1.957], [1.446, -3.651, -1.923], [2.856, -3.122, -1.690], [3.947, 3.927, 1.036], [3.864, 3.395, 0.229], [3.892, 4.837, 0.722], [-1.349, -4.656, -1.269], [-0.845, -3.927, -1.681], [-0.799, -5.435, -1.415], [-5.210, -5.040, -2.468], [-4.266, -5.130, -2.646], [-5.328, -4.091, -2.300], [0.729, 4.738, 1.424], [1.674, 4.649, 1.244], [0.610, 5.683, 1.589], [-0.018, -1.831, -5.268], [0.474, -1.039, -5.013], [-0.158, -2.296, -4.427], [4.674, -4.407, -3.644], [4.601, -5.289, -4.024], [3.790, -4.232, -3.283], [-2.628, -5.866, 1.071], [-2.276, -5.251, 0.410], [-1.844, -6.189, 1.532], [-3.482, -1.560, -3.068], [-3.129, -0.933, -3.713], [-2.693, -1.890, -2.607], [7.553, -3.763, -2.044], [6.796, -4.168, -2.495], [7.619, -2.887, -2.441], [5.564, 3.581, 3.475], [4.948, 3.492, 2.734], [5.315, 2.865, 4.069], [6.485, -6.302, -3.827], [6.835, -5.687, -4.482], [7.269, -6.625, -3.367], [-4.587, -6.582, 3.479], [-3.978, -6.455, 2.739], [-5.459, -6.518, 3.075], [-1.171, 7.102, 1.550], [-1.724, 7.879, 1.400], [-1.622, 6.398, 1.066], [-2.886, -0.926, -5.935], [-1.920, -0.924, -5.870], [-3.070, -1.507, -6.681], [0.979, 9.302, 2.957], [0.427, 10.081, 2.808], [0.527, 8.598, 2.473], [2.785, 2.799, 4.391], [2.288, 3.575, 4.102], [3.027, 3.003, 5.304], [-2.513, 9.422, -0.050], [-1.906, 9.559, -0.787], [-3.387, 9.491, -0.453], [-0.259, -0.116, -7.963], [-0.179, -0.895, -7.394], [-1.125, -0.216, -8.374], [-6.856, -3.056, 1.819], [-7.805, -3.066, 1.989], [-6.780, -3.328, 0.896], [7.842, -5.861, 0.111], [6.959, -5.593, 0.388], [8.039, -5.275, -0.633], [-2.654, -8.202, 5.160], [-3.152, -7.429, 4.860], [-2.412, -7.986, 6.068], [3.930, 4.121, 6.861], [4.874, 4.033, 6.678], [3.810, 5.064, 7.023], [0.938, 12.307, 2.426], [1.882, 12.218, 2.246], [0.819, 13.250, 2.591], [0.897, 3.281, 6.882], [1.861, 3.281, 6.934], [0.704, 2.695, 6.139], [-4.543, 7.268, 0.101], [-5.470, 7.530, 0.141], [-4.063, 8.060, 0.373]]}


15.
{"formula": "C4H6AgClF3O2", "method": "ωB97M-V with the def2-TZVPD basis set", "lumo_energy_ev": 3.131, "total_charge": -1, "gap_ev": 8.37, "e_above_lowest_kcal_mol": 5.0, "mol_weight_g_mol": 286.40, "e_homo_ev": -5.2, "symbols": ["Ag", "C", "O", "O", "C", "F", "F", "F", "C", "C", "H", "H", "H", "H", "H", "H", "Cl"], "xyz": [[2.405, 3.079, 0.268], [0.503, 0.516, 0.191], [0.663, -0.859, -0.201], [1.566, 1.004, 0.788], [-0.014, 1.212, -1.078], [0.698, 0.901, -2.183], [-1.298, 0.924, -1.324], [0.058, 2.557, -0.981], [0.020, -1.790, 0.597], [-1.285, -2.255, -0.026], [-1.769, -3.106, 0.455], [-1.964, -1.395, -0.035], [-1.139, -2.510, -1.080], [-0.199, -1.445, 1.619], [0.703, -2.635, 0.758], [-0.381, 0.564, 0.880], [1.432, 5.238, 1.351]]}


16.
{"formula": "C4H6AlO2", "method": "ωB97M-V with the def2-TZVPD basis set", "lumo_energy_ev": -19.659, "total_charge": 3, "gap_ev": 1.79, "e_above_lowest_kcal_mol": 0.0, "mol_weight_g_mol": 113.07, "e_homo_ev": -21.4, "symbols": ["Al", "O", "C", "O", "C", "C", "C", "H", "H", "H", "H", "H", "H"], "xyz": [[-10.079, 37.582, -16.652], [-6.162, 39.551, -11.887], [-5.480, 39.645, -10.918], [-4.265, 40.246, -10.918], [-3.535, 40.257, -9.656], [-4.279, 39.186, -8.958], [-5.701, 39.094, -9.526], [-3.472, 41.213, -9.138], [-2.506, 39.935, -9.815], [-4.293, 39.339, -7.879], [-3.878, 38.188, -9.135], [-6.397, 39.593, -8.852], [-5.982, 38.043, -9.590]]}


17.
{"formula": "C4H6AuO3", "method": "ωB97M-V with the def2-TZVPD basis set", "lumo_energy_ev": [-14.371, -18.759], "spin_multiplicity": 3, "total_charge": 3, "gap_ev": [8.97, 4.88], "e_above_lowest_kcal_mol": 4.1, "mol_weight_g_mol": 299.06, "e_homo_ev": [-23.3, -23.6], "symbols": ["C", "C", "O", "H", "H", "H", "O", "C", "O", "Au", "C", "H", "H", "H"], "xyz": [[-3.101, -0.209, 0.705], [-1.898, 0.074, 1.054], [-4.328, -0.022, 0.674], [-1.969, -0.832, 1.864], [-1.527, 1.102, 1.047], [-4.706, 0.131, -0.216], [0.383, 0.084, 0.154], [1.267, 0.909, 0.010], [2.474, 0.531, -0.562], [2.185, 2.477, -0.606], [2.749, -0.821, -0.959], [2.750, -1.460, -0.069], [1.986, -1.164, -1.667], [3.736, -0.800, -1.429]]}


18.
{"formula": "C4H6BCl2N2O2", "method": "ωB97M-V with the def2-TZVPD basis set", "lumo_energy_ev": -6.851, "total_charge": 1, "gap_ev": 6.95, "e_above_lowest_kcal_mol": 43.5, "mol_weight_g_mol": 195.82, "e_homo_ev": -13.8, "symbols": ["B", "C", "C", "C", "C", "N", "N", "O", "O", "Cl", "Cl", "H", "H", "H", "H", "H", "H"], "xyz": [[0.250, 1.171, 1.764], [-0.489, -1.950, -1.178], [1.705, -1.775, -0.160], [1.822, -0.152, -0.027], [1.489, 0.261, 1.362], [0.709, -2.269, -0.684], [-1.324, -1.357, -0.510], [-0.385, 1.093, 2.941], [0.155, 2.163, 0.881], [2.991, -2.649, 0.344], [2.456, -0.302, 2.573], [-0.597, -2.309, -2.128], [2.781, 0.150, -0.296], [0.883, 0.243, -0.530], [-2.212, -1.324, -0.876], [-1.068, 1.668, 3.012], [-0.305, 2.977, 1.268]]}


19.
{"formula": "C4H6BeO3", "method": "ωB97M-V with the def2-TZVPD basis set", "lumo_energy_ev": -11.195, "total_charge": 2, "gap_ev": 9.43, "e_above_lowest_kcal_mol": 28.4, "mol_weight_g_mol": 111.10, "e_homo_ev": -20.6, "symbols": ["O", "Be", "O", "C", "O", "C", "H", "H", "H", "C", "C", "H", "H", "H"], "xyz": [[0.976, 1.045, -0.149], [2.465, 0.578, -0.150], [2.063, -0.831, -0.071], [0.960, -0.263, -0.130], [-0.195, -0.838, -0.147], [-0.259, -2.281, -0.072], [-1.323, -2.521, -0.120], [0.279, -2.709, -0.923], [0.174, -2.608, 0.878], [-0.417, 1.994, -0.289], [-1.295, 1.813, 0.621], [-0.335, 2.429, -1.281], [-1.289, 1.398, 1.626], [-1.805, 2.795, 0.206]]}


20.
{"formula": "C4H6Br6Cl5", "method": "ωB97M-V with the def2-TZVPD basis set", "lumo_energy_ev": 2.187, "total_charge": -1, "gap_ev": 7.68, "mol_weight_g_mol": 710.78, "e_homo_ev": -5.5, "symbols": ["Cl", "C", "Cl", "Cl", "H", "H", "C", "Cl", "Cl", "H", "H", "C", "Br", "Br", "Br", "H", "C", "Br", "Br", "Br", "H"], "xyz": [[-0.146, -1.317, -0.626], [-0.273, 2.426, -1.187], [1.126, 3.518, -1.210], [-1.609, 3.207, -0.256], [-0.473, 2.100, -2.208], [-0.016, 1.517, -0.643], [1.945, -0.134, -3.050], [3.161, -1.421, -3.505], [2.054, 1.201, -4.212], [1.034, -0.733, -3.059], [2.301, 0.232, -2.088], [-2.550, -3.015, 1.572], [-1.252, -4.343, 2.310], [-2.672, -1.351, 2.703], [-4.266, -3.854, 1.392], [-2.203, -2.663, 0.601], [0.757, 0.801, 2.601], [1.660, -0.085, 4.079], [1.802, 2.180, 1.643], [-0.878, 1.698, 3.276], [0.498, 0.036, 1.868]]}